DFT (ωB97M-V with the def2-TZVPD basis set) results for a molecular structure, C45H37BrN8O5STl.

```
98
Properties=species:S:1:pos:R:3
Tl -0.40763 0.44874 0.31018
C -0.69713 3.72274 -1.33462
O -0.71523 2.37764 -1.74092
C -0.18593 2.05744 -2.95902
C 0.37357 2.99324 -3.81682
C 0.83967 2.62964 -5.07232
C 0.73727 1.31544 -5.49252
C 0.20537 0.36944 -4.64122
C -0.24253 0.70094 -3.35732
N -0.72193 -0.24866 -2.46512
N -0.76263 -1.43496 -2.96232
C -1.14253 -2.53436 -2.32422
C -1.74943 -2.58066 -1.00642
O -2.10113 -1.57116 -0.36252
C -1.93753 -3.90026 -0.43852
C -1.58023 -5.03256 -1.07912
C -1.08193 -5.01036 -2.41402
C -0.78883 -6.19786 -3.10222
C -0.33353 -6.16106 -4.39632
C -0.17413 -4.93076 -5.03802
C -0.44103 -3.75626 -4.37742
C -0.89363 -3.75846 -3.04722
H -1.22853 4.36084 -2.05282
H -1.21273 3.75184 -0.37522
H 0.32507 4.08844 -1.19612
H 0.45727 4.02214 -3.51122
H 1.28277 3.37534 -5.71722
H 1.06977 1.02364 -6.47982
H 0.13937 -0.66536 -4.94232
H -2.35923 -3.92116 0.55738
H -1.67963 -5.99226 -0.59022
H -0.93043 -7.15026 -2.60442
H -0.09653 -7.07616 -4.92182
H 0.15737 -4.90786 -6.06822
H -0.30793 -2.81216 -4.88302
N 2.58827 3.01564 2.18368
C 3.03567 2.15974 1.18418
C 4.34977 1.68634 1.27048
C 4.81397 0.82024 0.30158
C 3.97127 0.51434 -0.76322
C 2.70387 1.06284 -0.77832
N 2.22967 1.85554 0.17648
C 1.31747 3.38934 2.52428
C 1.16597 4.39064 3.50598
C -0.10053 4.79084 3.85608
C -1.19333 4.18764 3.24248
C -0.94543 3.20284 2.30698
N 0.26807 2.81484 1.94878
H 3.31457 3.31484 2.82028
H 4.98817 1.95824 2.09778
H 5.79377 0.37574 0.41888
H 4.28497 -0.14476 -1.55512
H 2.01207 0.86504 -1.58612
H 2.03357 4.83814 3.96718
H -0.24733 5.56284 4.59738
H -2.20603 4.46244 3.49058
H -1.75653 2.67384 1.82698
Br -6.50573 3.30214 -3.55662
C -5.45133 2.54544 -2.15532
C -4.28343 1.86364 -2.46062
C -3.52613 1.32904 -1.43992
C -3.93143 1.47384 -0.10852
C -5.11893 2.16014 0.16838
C -5.88033 2.69584 -0.84932
N -3.13183 0.99824 0.90358
C -3.63043 0.38734 1.90898
C -2.86343 -0.07896 3.04088
C -3.54963 -0.60726 4.14598
C -2.83933 -1.10846 5.21588
C -1.45303 -1.07426 5.15808
C -0.85593 -0.50486 4.04248
N -1.52513 -0.01766 3.01588
H -3.97453 1.74804 -3.48992
H -2.63553 0.75904 -1.65352
H -5.43403 2.29014 1.19308
H -6.80443 3.21244 -0.63302
H -4.70143 0.15164 1.95278
H -4.62793 -0.62486 4.14348
H -3.35043 -1.52046 6.07548
H -0.84853 -1.48776 5.94798
H 0.22277 -0.44726 3.98628
N 0.87687 -2.09576 0.67118
C 2.16327 -2.04116 1.23868
C 2.42387 -1.07816 2.21218
C 3.68267 -1.00046 2.77358
C 4.67087 -1.86826 2.36408
C 4.43567 -2.80416 1.38238
C 3.17487 -2.89886 0.81718
S 6.33817 -1.62986 3.00538
O 6.15597 -1.00986 4.31578
O 6.94367 -2.95406 3.02808
O 6.90977 -0.72546 2.00328
H 0.13567 -2.14876 1.35928
H 0.77187 -2.82716 -0.01892
H 1.63757 -0.38616 2.48648
H 3.93517 -0.28026 3.53738
H 5.24247 -3.45786 1.09048
H 2.96437 -3.63106 0.04688
```

Results
Kohn-Sham gap ... 0.210 hartree
E_tot ... -154997.489 eV
Charge ... -1

DFT (ωB97M-V with the def2-TZVPD basis set) results for 2 unconnected molecules or ions with the total composition C2H6N2O2.

```
12
Properties=species:S:1:pos:R:3
N 2.94113 -0.43175 0.79826
C 2.05665 -0.35080 -0.22153
O 0.92773 0.07161 -0.10864
H 3.83838 -0.86417 0.68229
H 2.73100 0.02919 1.66826
H 2.47968 -0.70158 -1.17141
N -1.87967 0.54154 0.00019
C -3.13982 0.30119 -0.40433
O -3.81245 -0.66827 -0.14082
H -1.33090 -0.15749 0.47892
H -1.26565 1.13111 -0.53666
H -3.54608 1.09943 -1.04452
```

Results
Kohn-Sham gap ... 0.371 hartree
Structure (SMILES) ... NC=O.NC=O
E_tot ... -9247.012 eV
ΔE to the lowest compared entry with this formula, charge and spin ... 0.306 eV

DFT (ωB97M-V with the def2-TZVPD basis set) results for a molecular structure, C2H3N.

```
6
Properties=species:S:1:pos:R:3
C -0.07239 -0.37422 1.22142
C -0.17053 0.11515 -0.71351
N -0.94141 -0.53798 0.34605
H 0.96443 0.00599 1.23606
H -0.18781 1.21072 -0.61191
H 0.40771 -0.41965 -1.47811
```

Results
Kohn-Sham gap (spin up / spin down) ... 0.318 / 0.310 hartree
E_tot ... -3607.671 eV
ΔE to the lowest compared entry with this formula, charge and spin ... 4.687 eV

DFT (ωB97M-V with the def2-TZVPD basis set) results for a gas-phase ion, C5H12NO (charge +1).

```
19
Properties=species:S:1:pos:R:3
C 0.69293 -1.21992 1.39443
C 0.07942 0.10484 0.84568
C 1.06507 1.24455 0.56678
C -0.84645 -0.15959 -0.31911
N -0.07952 -0.74178 -1.52065
C -1.62204 1.00851 -0.89162
O -1.98202 0.98121 -2.03761
H 0.95311 -1.92045 0.60254
H -0.02457 -1.68300 2.06012
H 1.61348 -0.97592 1.90504
H -0.59992 0.40734 1.64455
H 1.14313 1.47651 -0.49559
H 2.07909 0.95265 0.86323
H 0.80181 2.15016 1.10623
H -1.57058 -0.94632 -0.09206
H -0.30341 -1.72750 -1.64804
H -0.47960 -0.23709 -2.33121
H 0.92035 -0.58462 -1.39900
H -1.84027 1.87042 -0.25370
```

Results
Kohn-Sham gap ... 0.411 hartree
Structure (SMILES) ... CC(C)[C@H]([NH3+])C=O
E_tot ... -8910.069 eV
ΔE to the lowest compared entry with this formula, charge and spin ... 0.560 eV
Charge ... +1

DFT (ωB97M-V with the def2-TZVPD basis set) results for a gas-phase ion, C17H29N2O3 (charge +1).

```
51
Properties=species:S:1:pos:R:3
C -1.87817 -3.23623 4.56120
C -1.91827 -2.14767 3.53574
C -0.75447 -1.53482 3.09147
C -0.81107 -0.51905 2.15517
C -2.03356 -0.10073 1.65161
O -2.07002 0.95017 0.72741
C -2.12653 0.55119 -0.62708
C -0.68898 0.42126 -1.15717
O 0.02579 1.57831 -0.72823
C -0.64973 0.31192 -2.69135
N 0.64868 0.32820 -3.31518
C 1.58243 -0.71594 -3.01126
C 2.48054 -0.41123 -1.78105
N 2.52225 1.05040 -1.53322
C 3.56191 1.43237 -0.55315
C 3.05424 1.32879 0.88589
O 2.60629 0.01488 1.13055
C 2.62163 1.75651 -2.82531
C 1.28409 1.60268 -3.57531
C -3.21982 -0.69286 2.08603
C -4.54921 -0.24567 1.56159
C -3.13355 -1.71070 3.02452
H -2.18171 -2.84277 5.53111
H -2.56579 -4.03728 4.29968
H -0.87687 -3.64725 4.65866
H 0.20167 -1.85441 3.47918
H 0.09723 -0.04238 1.81529
H -2.64347 1.35375 -1.16215
H -2.67449 -0.38528 -0.75648
H -0.22611 -0.46737 -0.70042
H -0.41103 1.85108 0.10081
H -1.22730 1.13371 -3.11812
H -1.14515 -0.62292 -2.96766
H 2.21741 -0.85543 -3.89223
H 1.04006 -1.64648 -2.84672
H 2.11925 -0.89572 -0.87461
H 3.49643 -0.76220 -1.97357
H 1.57921 1.31523 -1.12599
H 3.86327 2.46530 -0.73304
H 4.43091 0.78435 -0.68567
H 3.87816 1.60148 1.55368
H 2.23314 2.04482 1.03989
H 2.59516 -0.16004 2.07713
H 2.82570 2.81384 -2.65598
H 3.44967 1.32826 -3.39383
H 1.47909 1.69901 -4.65127
H 0.60497 2.40454 -3.28422
H -5.29968 -0.29462 2.34619
H -4.87570 -0.89385 0.74736
H -4.49224 0.77427 1.18933
H -4.04628 -2.17341 3.37078
```

Results
Kohn-Sham gap ... 0.333 hartree
Structure (SMILES) ... Cc1ccc(OC[C@H](O)CN2CC[NH+](CCO)CC2)c(C)c1
E_tot ... -27215.962 eV
ΔE to the lowest compared entry with this formula, charge and spin ... 0.200 eV
Charge ... +1

DFT (ωB97M-V with the def2-TZVPD basis set) results for 3 unconnected molecules or ions with the total composition C4H10O3.

```
17
Properties=species:S:1:pos:R:3
C 1.69000 -1.04554 1.00375
C 1.04788 -0.39898 -0.00961
O 0.66302 -0.92272 -1.15216
C 1.15596 1.05884 0.09751
C 1.08910 1.86178 -1.01456
H 2.26144 -1.96575 0.89929
H 1.70897 -0.65009 2.01518
H -0.21692 -0.56865 -1.41319
H 0.78357 1.45377 1.04255
H 1.19843 1.43011 -1.99841
H 1.14586 2.92314 -0.82354
H -2.39851 -1.59932 2.22534
H -1.26851 -0.62395 1.98409
O -2.18996 -0.77817 1.75637
H -2.01836 0.29354 0.00459
H -2.86358 0.51136 -1.26142
O -1.95109 0.45716 -0.94084
```

Results
Expectation value of S² ... 0.785
Kohn-Sham gap (spin up / spin down) ... 0.364 / 0.278 hartree
Multiplicity ... 2
E_tot ... -10442.585 eV
ΔE to the lowest compared entry with this formula, charge and spin ... 0.789 eV
Charge ... +1

DFT (ωB97M-V with the def2-TZVPD basis set) results for 2 unconnected molecules or ions with the total composition C5H12N2.

```
19
Properties=species:S:1:pos:R:3
C -0.52265 -1.54427 -0.17102
C 1.98735 -0.01194 0.20793
C -1.86265 0.32797 0.85415
C 0.59855 0.51257 0.40294
C -0.53560 -0.29210 0.48220
N 0.53723 1.82977 0.77224
N 0.07306 -0.79640 -1.92718
H -0.35991 2.29157 0.76290
H 1.31484 2.41660 0.51992
H 0.23738 -1.26995 -2.82294
H -0.79023 -0.27435 -2.08909
H 0.35863 -2.16352 -0.07727
H -1.46805 -2.08264 -0.21576
H 2.02089 -1.01864 -0.19278
H 2.52669 0.00679 1.16145
H 2.52735 0.59988 -0.51499
H -1.82511 0.78295 1.84555
H -2.65012 -0.42117 0.85679
H -2.16765 1.10689 0.14494
```

Results
Kohn-Sham gap ... 0.307 hartree
E_tot ... -8357.381 eV
ΔE to the lowest compared entry with this formula, charge and spin ... 2.755 eV

DFT (ωB97M-V with the def2-TZVPD basis set) results for a gas-phase ion, C6H8N (charge +1).

```
15
Properties=species:S:1:pos:R:3
C -0.43501 -1.84391 -0.58454
C -0.04880 0.29290 -1.03415
C 1.35850 1.81457 0.35356
C 0.74184 0.58530 0.39047
C -1.02541 -1.10657 0.64681
C -0.70703 0.34248 0.36901
N 0.02486 -0.99494 -1.44309
H -0.77859 -2.83543 -0.73586
H 0.16836 1.16466 -1.64059
H 2.42041 1.82599 0.35111
H 0.66425 2.59904 0.27307
H 1.34585 -0.33015 0.40407
H -2.01315 -1.35340 0.45552
H -0.51319 -1.43166 1.52902
H -1.20290 1.27111 0.66559
```

Results
Kohn-Sham gap ... 0.308 hartree
E_tot ... -7830.753 eV
ΔE to the lowest compared entry with this formula, charge and spin ... 4.935 eV
Charge ... +1